# 1
{"formula": "C4H11N2O2S2", "method": "ωB97M-V/def2-TZVPD", "lumo_ev": [-5.48, -6.22], "charge": 1, "largest_force_ha_per_bohr": 0.07742, "homo_ev": [-13.3, -13.0], "symbols": ["C", "C", "C", "C", "N", "N", "O", "O", "S", "S", "H", "H", "H", "H", "H", "H", "H", "H", "H", "H", "H"], "xyz": [[0.077, -1.030, 0.626], [-0.803, 0.055, 1.036], [1.652, 0.571, -0.462], [-2.996, -0.845, -0.197], [1.499, -0.587, 0.446], [3.072, 0.711, -0.666], [-1.217, 0.442, -1.554], [-2.712, 1.776, 0.070], [0.996, 2.054, 0.407], [-1.918, 0.581, -0.305], [0.047, -1.783, 1.511], [-0.328, -1.531, -0.287], [-0.951, 0.463, 1.991], [1.053, 0.507, -1.418], [-2.458, -1.594, -0.660], [-3.357, -1.127, 0.831], [-3.938, -0.667, -0.743], [1.944, -0.244, 1.395], [3.373, 1.447, -1.340], [3.401, -0.205, -1.015], [3.564, 1.008, 0.335]], "forces_ev_per_a": [[1.06, -1.70, 1.50], [0.52, 2.78, -2.80], [-3.25, 0.51, 0.92], [-2.00, 1.21, 1.33], [1.06, 0.43, 0.87], [2.96, 0.91, 1.68], [0.30, 0.35, 0.14], [2.28, -2.26, -0.76], [-0.83, -1.19, 0.08], [-3.19, 1.42, 1.78], [0.38, 0.90, -1.59], [0.80, 0.43, 0.66], [-0.31, 0.19, 1.30], [1.02, -0.49, 0.88], [0.87, -1.93, -0.87], [0.84, 0.51, -0.76], [0.59, 0.27, -0.13], [-1.57, -1.07, -2.10], [-0.55, -0.49, 0.45], [0.37, 0.35, 0.41], [-1.36, -1.12, -3.00]], "nbo_charge": [-0.36, -0.22, -0.10, -0.89, -0.62, -0.71, -0.94, -0.87, 0.01, 2.10, 0.27, 0.25, 0.24, 0.29, 0.23, 0.26, 0.29, 0.38, 0.46, 0.46, 0.47]}

=====

# 2
{"formula": "C4H11N2S", "method": "ωB97M-V/def2-TZVPD", "lumo_ev": 3.72, "smiles": "CNC[C@@H](N)C[S-]", "charge": -1, "largest_force_ha_per_bohr": 0.02038, "homo_ev": -2.5, "de_lowest_kcal_mol": 15.85, "symbols": ["C", "N", "C", "C", "N", "C", "S", "H", "H", "H", "H", "H", "H", "H", "H", "H", "H", "H"], "xyz": [[-3.017, -0.190, 1.201], [-2.438, -0.224, -0.126], [-1.305, 0.686, -0.318], [0.036, 0.010, -0.029], [0.159, -1.257, -0.753], [1.235, 0.947, -0.290], [2.835, 0.087, 0.096], [-3.471, 0.792, 1.343], [-3.839, -0.892, 1.338], [-2.288, -0.335, 2.006], [-2.208, -1.140, -0.475], [-1.385, 1.506, 0.413], [-1.460, 1.221, -1.261], [0.032, -0.281, 1.023], [1.083, -1.592, -0.472], [0.268, -1.138, -1.751], [1.091, 1.950, 0.123], [1.173, 1.136, -1.369]], "forces_ev_per_a": [[0.11, 0.21, -0.14], [-0.69, 0.54, -0.22], [-0.53, 0.09, 0.90], [0.23, 0.57, -0.70], [-0.03, -0.49, 0.31], [0.05, -0.81, -0.65], [-0.47, 0.63, 0.05], [0.04, 0.15, 0.12], [0.13, -0.29, -0.21], [0.05, -0.11, 0.16], [0.25, -0.19, 0.33], [-0.15, -0.20, 0.02], [0.70, -0.42, -0.39], [-0.01, 0.10, 0.18], [0.02, -0.12, 0.05], [-0.08, 0.53, -0.23], [0.13, -0.16, 0.63], [0.22, -0.03, -0.21]], "nbo_charge": [-0.40, -0.66, -0.22, -0.08, -0.89, -0.52, -0.73, 0.17, 0.18, 0.16, 0.38, 0.18, 0.18, 0.18, 0.40, 0.34, 0.18, 0.16]}

=====

# 3
{"formula": "C4H11N2S", "method": "ωB97M-V/def2-TZVPD", "lumo_ev": -3.55, "smiles": "[H]/N=C(/CS)[C@H](C)[NH3+]", "charge": 1, "largest_force_ha_per_bohr": 0.06515, "homo_ev": -14.0, "de_lowest_kcal_mol": 50.03, "symbols": ["H", "N", "C", "C", "S", "C", "C", "N", "H", "H", "H", "H", "H", "H", "H", "H", "H", "H"], "xyz": [[-0.364, -2.747, 0.564], [-0.616, -1.896, 1.060], [-0.372, -0.801, 0.575], [-1.023, 0.359, 1.420], [-0.056, 1.982, 1.315], [0.210, -0.510, -0.785], [1.781, -0.399, -0.679], [-0.434, 0.646, -1.390], [-0.925, -0.049, 2.416], [-2.057, 0.437, 1.226], [-1.101, 2.558, 2.085], [0.045, -1.328, -1.374], [2.138, 0.576, -0.701], [2.341, -0.838, -1.499], [2.265, -0.890, 0.177], [-0.667, 1.382, -0.465], [-1.424, 0.498, -1.842], [0.260, 1.020, -2.104]], "forces_ev_per_a": [[0.19, 0.17, -0.28], [-0.16, -2.69, 1.22], [-1.59, 2.93, -0.35], [3.04, -0.92, 0.07], [-2.50, -0.31, 1.21], [2.27, -0.17, 2.04], [-0.18, -1.17, -0.23], [-1.80, 2.49, -0.12], [-0.03, 0.29, 0.32], [-1.10, 0.50, -0.61], [1.44, -0.15, -1.06], [-0.68, -2.18, -1.60], [0.33, 2.18, 0.37], [-0.59, -0.36, -0.58], [-0.87, 0.17, 0.14], [1.21, -0.79, -2.38], [2.57, -0.08, 0.83], [-1.54, 0.10, 1.03]], "nbo_charge": [0.37, -0.56, 0.29, -0.57, -0.02, -0.14, -0.65, -0.76, 0.28, 0.24, 0.20, 0.23, 0.22, 0.25, 0.26, 0.44, 0.46, 0.46]}

=====

# 4
{"formula": "C4H11N2S", "method": "ωB97M-V/def2-TZVPD", "lumo_ev": [-4.15, -4.06], "charge": 1, "largest_force_ha_per_bohr": 0.01878, "homo_ev": [-11.1, -11.3], "de_lowest_kcal_mol": 71.65, "symbols": ["C", "C", "C", "C", "N", "N", "S", "H", "H", "H", "H", "H", "H", "H", "H", "H", "H", "H"], "xyz": [[-0.604, -1.427, -0.410], [2.286, 0.824, 0.315], [-1.583, 1.895, 0.092], [1.229, 0.125, -0.443], [-1.005, -2.610, 0.146], [0.517, -0.845, 0.093], [-2.197, 0.344, 0.164], [-0.744, -1.335, -1.478], [1.870, 1.651, 0.900], [3.021, 1.250, -0.361], [2.786, 0.156, 1.015], [-1.542, 2.439, -0.824], [-1.196, 2.304, 1.000], [0.994, 0.425, -1.451], [-1.765, -3.100, -0.298], [-0.981, -2.702, 1.150], [0.770, -1.121, 1.041], [-2.731, 0.277, -1.065]], "forces_ev_per_a": [[0.22, -0.23, -0.17], [0.10, 0.14, 0.26], [0.27, -0.70, -0.08], [-0.23, 0.93, -0.14], [-0.11, -0.06, 0.11], [-0.07, -0.52, 0.27], [-0.15, 0.24, 0.06], [-0.02, 0.12, 0.03], [0.02, -0.02, -0.06], [0.07, -0.06, -0.01], [0.11, -0.06, 0.02], [-0.01, 0.23, -0.33], [0.04, 0.17, 0.32], [-0.09, -0.15, -0.13], [0.03, 0.04, 0.03], [-0.11, -0.06, -0.01], [0.02, 0.04, -0.17], [-0.08, -0.05, -0.01]], "nbo_charge": [0.16, -0.69, -0.68, 0.12, -0.79, -0.47, 0.32, 0.22, 0.25, 0.26, 0.23, 0.23, 0.23, 0.22, 0.42, 0.40, 0.42, 0.15]}

=====

# 5
{"formula": "C4H11N2S", "method": "ωB97M-V/def2-TZVPD", "lumo_ev": [-6.19, -4.58], "charge": 1, "largest_force_ha_per_bohr": 0.07416, "homo_ev": [-12.9, -13.3], "de_lowest_kcal_mol": 133.44, "symbols": ["C", "C", "C", "C", "N", "N", "S", "H", "H", "H", "H", "H", "H", "H", "H", "H", "H", "H"], "xyz": [[0.249, -1.474, 1.603], [2.189, 0.252, -0.579], [-2.834, 0.653, -0.581], [-0.144, 0.785, -0.378], [1.434, 2.000, 0.774], [1.106, 1.072, -0.028], [-1.504, 1.343, 0.453], [0.028, -0.532, 2.235], [-0.628, -2.105, 1.658], [1.291, -1.633, 1.437], [2.154, 0.317, -1.604], [2.022, -0.833, -0.216], [3.078, 0.753, -0.094], [-2.719, 1.005, -1.582], [-3.825, 0.843, -0.130], [-2.705, -0.398, -0.296], [-0.266, 0.267, -1.308], [0.619, 2.549, 1.182]], "forces_ev_per_a": [[-1.41, 2.88, 1.93], [0.97, -0.85, 3.59], [-0.06, -0.93, 1.98], [-1.42, -0.14, -0.07], [0.12, 1.27, 1.70], [-0.92, 0.23, 0.00], [0.08, 0.87, 0.06], [0.61, -1.44, -1.15], [0.63, -0.69, -0.50], [0.15, -0.87, -0.14], [0.22, 0.11, -2.35], [0.51, 1.92, -0.72], [-0.62, -1.06, -0.97], [-0.17, -0.29, -0.63], [0.63, 0.73, -0.26], [-0.08, -0.14, -1.32], [-0.05, -0.60, -0.18], [0.81, -1.00, -0.95]], "nbo_charge": [-0.51, -0.42, -0.73, -0.11, -0.26, -0.10, 0.46, 0.16, 0.20, 0.18, 0.23, 0.24, 0.27, 0.26, 0.28, 0.25, 0.25, 0.35]}

=====

# 6
{"formula": "C4H11N2S", "method": "ωB97M-V/def2-TZVPD", "lumo_ev": -4.20, "charge": 1, "largest_force_ha_per_bohr": 0.10158, "homo_ev": -13.9, "de_lowest_kcal_mol": 86.76, "symbols": ["C", "C", "C", "C", "N", "N", "S", "H", "H", "H", "H", "H", "H", "H", "H", "H", "H", "H"], "xyz": [[-0.202, -1.941, 0.644], [-2.210, 0.806, 0.631], [2.415, 1.024, -0.770], [0.426, -0.646, 0.312], [-1.556, 0.082, -1.486], [-1.408, 0.193, -0.342], [1.397, -0.555, -1.056], [-0.920, -2.262, -0.028], [0.493, -2.878, 0.639], [-0.669, -1.776, 1.572], [-1.611, 1.642, 0.948], [-2.312, 0.039, 1.372], [-3.126, 1.136, 0.172], [3.096, 0.752, -0.043], [1.703, 1.893, -0.755], [3.051, 1.096, -1.590], [0.692, -0.090, 1.149], [-0.670, -0.285, -2.052]], "forces_ev_per_a": [[2.25, -1.87, 0.26], [-0.81, 0.15, -0.44], [-3.33, -0.51, -1.09], [-0.74, -0.71, -1.86], [-0.81, 0.08, -4.48], [4.67, -0.92, 2.15], [0.85, 0.84, -0.18], [-1.58, -0.33, -1.59], [-0.70, 1.95, 0.51], [-0.55, -0.50, 1.38], [0.02, 0.33, 0.62], [-0.44, 0.08, 0.88], [-0.63, 0.12, 0.18], [0.72, 0.16, 2.41], [1.12, -0.81, 0.64], [0.65, 0.21, -2.02], [0.35, 1.44, 1.19], [-1.04, 0.30, 1.45]], "nbo_charge": [-0.69, -0.45, -0.68, -0.20, -0.18, 0.01, 0.39, 0.24, 0.28, 0.23, 0.25, 0.24, 0.24, 0.24, 0.25, 0.25, 0.23, 0.34]}